# 1
Below is a structure of composition C31H33F10IrN5OS3 at a distorted geometry, with properties calculated with ωB97M-V/def2-TZVPD.

Positions of all 84 atoms, in Å:
Ir: -0.0084 0.4614 0.0518
C: 0.8424 -2.0380 -1.6226
N: -0.1556 -1.5408 -0.6694
C: -0.1929 -2.4073 0.5110
C: 0.9708 -2.1016 1.3899
N: 1.1014 -0.6493 1.5108
C: 1.9534 -0.2239 2.5225
C: 2.8482 -1.0517 3.2337
F: 2.9602 -2.3696 2.9674
C: 3.6947 -0.5989 4.2339
F: 4.4877 -1.4734 4.8498
C: 3.7310 0.7257 4.5983
F: 4.5542 1.1640 5.5485
C: 2.8535 1.5733 3.9639
F: 2.7951 2.8630 4.3061
C: 1.9956 1.0979 2.9928
F: 1.0890 1.9884 2.5464
C: -1.5062 -1.4765 -1.2558
C: -1.4663 -0.5826 -2.4268
N: -0.9060 0.7052 -2.0143
C: -0.8203 1.6469 -3.0488
C: -0.7724 3.0347 -2.8470
F: -0.8806 3.5238 -1.6010
C: -0.7083 3.9965 -3.8347
F: -0.6800 5.2849 -3.4807
C: -0.6999 3.6437 -5.1613
F: -0.6422 4.5594 -6.1273
C: -0.7599 2.3021 -5.4425
F: -0.7407 1.8938 -6.7118
C: -0.8155 1.3511 -4.4373
F: -0.8060 0.0874 -4.9136
H: 0.4916 -2.9732 -2.0677
H: 1.7747 -2.2236 -1.1013
H: 1.0062 -1.3082 -2.4029
H: -0.2181 -3.4623 0.2205
H: -1.1064 -2.1785 1.0464
H: 1.8933 -2.5636 1.0271
H: 0.7607 -2.5623 2.3594
H: -2.1751 -1.0842 -0.4851
H: -1.8572 -2.4755 -1.5397
H: -2.4838 -0.4776 -2.8251
H: -0.8872 -1.0651 -3.2074
C: -3.0741 2.3165 0.6916
C: -1.7362 2.9539 0.8285
N: -0.5731 2.4131 0.5347
C: 0.4333 3.3468 0.5135
C: 0.0789 4.5856 0.8945
S: -1.5942 4.6077 1.2213
C: 1.6720 2.8658 -0.0251
C: 2.8148 3.5364 -0.2592
S: 3.9671 2.4886 -0.9464
C: 2.8714 1.1954 -0.9140
N: 1.6971 1.5320 -0.4123
C: 3.2798 -0.1521 -1.3706
H: -3.0261 1.2679 0.9505
H: -3.3776 2.3927 -0.3564
H: -3.8187 2.8291 1.2990
H: 0.6836 5.4750 0.9577
H: 3.0364 4.5724 -0.0638
H: 4.2896 -0.1329 -1.7752
H: 2.6063 -0.4994 -2.1395
H: 3.2461 -0.8466 -0.5294
C: -3.2547 2.9492 4.5076
C: -3.0977 1.4792 4.1222
C: -1.6247 1.1057 3.9746
S: -1.2561 -0.3924 3.0472
O: -1.6761 -0.1421 1.5819
C: -2.5485 -1.4330 3.7240
C: -2.3663 -2.9171 3.3746
C: -3.2621 -3.3465 2.2108
H: -4.3091 3.2216 4.5556
H: -2.7671 3.6011 3.7818
H: -2.8123 3.1479 5.4849
H: -3.6233 1.2841 3.1882
H: -3.5598 0.8631 4.8939
H: -1.1510 0.9392 4.9462
H: -1.0599 1.8843 3.4572
H: -3.5072 -1.0612 3.3596
H: -2.4804 -1.2566 4.8002
H: -2.6075 -3.5148 4.2532
H: -1.3176 -3.1167 3.1446
H: -4.3114 -3.3133 2.5069
H: -3.0351 -4.3634 1.8916
H: -3.1432 -2.6812 1.3533

Forces on atoms 1 to 2 (eV/Å):
Ir -0.556 -0.240 -0.390
C -0.159 -0.315 -0.117

HOMO level	-9.628	eV
net charge	+1
frontier orbital gap	6.954	eV
ΔE to the lowest compared entry with this formula, charge and spin	0.000	eV
F_max	1.33	eV Å⁻¹
LUMO	-2.7	eV

=====

# 2
Below is a structure of composition C31H33FIN5O5Tl, with properties calculated with ωB97M-V/def2-TZVPD.

Positions of all 77 atoms, in Å:
Tl: 1.9359 -0.1761 -4.7550
N: -0.6830 -0.2778 -5.3014
C: -1.3078 -1.0928 -4.2666
C: -0.7002 -0.8751 -2.8694
O: -1.3221 -1.3843 -1.9240
O: 0.3946 -0.2374 -2.7961
H: -0.9438 0.7037 -5.2292
H: -0.9260 -0.6093 -6.2257
H: -1.1383 -2.1439 -4.5118
H: -2.3882 -0.9439 -4.1761
F: 3.5962 0.5828 1.6784
C: 2.8113 -0.3768 1.1504
C: 2.9897 -0.7522 -0.1528
C: 2.2106 -1.7598 -0.7125
C: 2.4338 -2.0979 -2.1432
O: 3.3391 -1.5373 -2.7609
C: 1.5408 -3.1006 -2.6628
C: 0.6418 -3.6790 -1.8342
N: 0.4547 -3.3757 -0.5215
C: -0.6288 -3.9782 0.2091
C: -1.9670 -4.1027 -0.4548
C: -1.7773 -3.1166 0.6560
C: 1.2247 -2.3894 0.0531
C: 1.0552 -2.0057 1.3887
C: 1.8403 -1.0087 1.9229
N: 1.5258 -0.6028 3.2992
C: 2.6554 -0.1653 4.1741
C: 2.1537 -0.1744 5.6283
N: 0.6984 -0.2167 5.6123
C: 0.1487 0.8402 4.7576
C: 0.4722 0.4843 3.2986
C: 1.4226 -3.4735 -4.1381
O: 1.0424 -4.6171 -4.4001
O: 1.6474 -2.5373 -4.9668
H: 3.7319 -0.2644 -0.7703
H: -0.0154 -4.4390 -2.2332
H: -0.3218 -4.7853 0.8673
H: -2.5219 -5.0118 -0.2694
H: -2.0613 -3.6614 -1.4379
H: -2.2063 -3.3193 1.6292
H: -1.7381 -2.0797 0.3503
H: 0.2822 -2.4615 1.9923
H: 2.9320 0.8300 3.8458
H: 3.4950 -0.8375 4.0106
H: 2.5517 0.7188 6.1279
H: 2.5272 -1.0523 6.1577
H: 0.3200 -0.1687 6.5474
H: 1.1006 -1.4012 3.7745
H: 0.5477 1.8336 5.0006
H: -0.9317 0.8741 4.8779
H: 0.9255 1.3087 2.7430
H: -0.3930 0.1108 2.7521
C: 1.2029 3.0590 1.1183
C: -0.0803 2.5473 1.2444
C: -0.9839 2.9724 2.2761
C: -2.1985 2.3555 2.4920
C: -2.6234 1.2640 1.7293
C: -1.7903 0.8658 0.6704
C: -0.5749 1.4708 0.4342
H: 1.8550 2.7271 0.3190
H: 1.5070 3.9286 1.6903
H: -0.6910 3.8167 2.8959
H: -2.8480 2.7439 3.2733
H: -3.5899 0.8057 1.8925
H: -2.0945 0.0735 -0.0050
H: 0.0337 1.1024 -0.3894
I: -4.1373 6.2027 -3.6435
C: -2.6588 4.7699 -3.2899
C: -1.8860 4.8171 -2.1383
C: -0.9200 3.8438 -1.9623
C: -0.7758 2.8661 -2.9388
N: -1.5271 2.8170 -4.0399
C: -2.4529 3.7603 -4.2124
H: -2.0378 5.5872 -1.3938
H: -0.2927 3.8446 -1.0759
H: -0.0601 2.0583 -2.8240
H: -3.0529 3.7036 -5.1136

Forces on atoms 1 to 2 (eV/Å):
Tl 0.136 0.074 -0.022
N 0.039 0.149 -0.120

HOMO level	-2.792	eV
net charge	-1
frontier orbital gap	4.557	eV
ΔE to the lowest compared entry with this formula, charge and spin	0.000	eV
F_max	0.26	eV Å⁻¹
LUMO	1.8	eV

=====

# 3
Below is a structure of composition C31H33FN6O4SV at a distorted geometry, with properties calculated with ωB97M-V/def2-TZVPD.

Positions of all 77 atoms, in Å:
V: 0.0450 -0.8744 -0.4656
C: 1.4282 2.0866 2.7522
C: 1.1897 1.7738 1.3029
C: 0.3367 2.6132 0.5637
C: -0.5400 3.5735 1.3099
C: 0.3443 2.5623 -0.8356
C: -0.4710 3.5097 -1.6651
C: 1.2429 1.7120 -1.5015
C: 1.4007 1.7995 -2.9893
C: 2.0814 0.8506 -0.7638
C: 3.3172 0.2825 -1.4003
C: 1.9433 0.7876 0.6433
C: 2.7725 -0.2036 1.4232
H: 0.5579 1.9053 3.3786
H: 1.6627 3.1482 2.8316
H: 2.2688 1.5302 3.1542
H: -0.0358 4.5302 1.4315
H: -0.7790 3.1889 2.2960
H: -1.4770 3.7547 0.7941
H: -1.0375 2.9644 -2.4197
H: 0.1918 4.2000 -2.1874
H: -1.1631 4.0982 -1.0740
H: 1.9773 2.6877 -3.2527
H: 0.4375 1.8719 -3.4876
H: 1.9079 0.9240 -3.3807
H: 3.1692 -0.6748 -1.8955
H: 4.1033 0.1570 -0.6621
H: 3.6866 0.9708 -2.1547
H: 3.7789 0.1790 1.6030
H: 2.8566 -1.1493 0.8802
H: 2.3164 -0.3996 2.3905
S: -1.2190 -2.9253 -0.6993
C: -2.6571 -2.3296 -0.1435
N: -3.6364 -1.8723 0.2635
N: -4.3779 2.9346 1.2220
C: -3.8979 2.2557 0.4364
C: -3.3177 1.4119 -0.5450
C: -3.9957 1.1356 -1.7346
C: -3.4017 0.2634 -2.6298
C: -2.1662 -0.2837 -2.3195
N: -1.5212 -0.0175 -1.1817
C: -2.0848 0.8137 -0.3112
H: -4.9544 1.5917 -1.9267
H: -3.8980 -0.0190 -3.5453
H: -1.6722 -0.9721 -2.9949
H: -1.5525 1.0186 0.6099
F: 3.3124 -7.1980 -1.4666
C: 3.5915 -5.9539 -1.8681
C: 2.6093 -5.1613 -2.3327
N: 2.8592 -3.8793 -2.7382
C: 1.8173 -3.0040 -3.2070
C: 1.2454 -2.0818 -2.1307
O: 1.4201 -2.2617 -0.9014
O: 0.5234 -1.1306 -2.4838
C: 4.1390 -3.3429 -2.7006
O: 4.3554 -2.2050 -3.0486
N: 5.1084 -4.1883 -2.2436
C: 4.9840 -5.5072 -1.7906
O: 5.9320 -6.1285 -1.3989
H: 1.5889 -5.5086 -2.3988
H: 0.9942 -3.5833 -3.6339
H: 2.2344 -2.3692 -3.9980
H: 6.0466 -3.8011 -2.2190
N: -0.4704 -1.2945 1.8086
C: -0.7055 -0.5272 2.9985
C: 0.1705 -0.5784 4.0787
C: -0.0744 0.1865 5.2089
C: -1.1820 1.0172 5.2664
C: -2.0898 1.0214 4.2189
C: -1.8635 0.2421 3.0979
H: 0.2732 -1.9800 1.9772
H: -1.3268 -1.8219 1.6144
H: 1.0367 -1.2266 4.0519
H: 0.6076 0.1343 6.0415
H: -1.3515 1.6462 6.1256
H: -2.9800 1.6296 4.2779
H: -2.6081 0.2079 2.3153

Forces on atoms 1 to 2 (eV/Å):
V 2.062 -0.558 0.961
C -0.163 -0.056 0.026

HOMO level (alpha / beta)	-11.586 / -11.586	eV
net charge	+1
frontier orbital gap (alpha / beta)	7.154 / 7.450	eV
ΔE to the lowest compared entry with this formula, charge and spin	0.924	eV
F_max	2.34	eV Å⁻¹
spin multiplicity	3
LUMO (alpha / beta)	-4.4 / -4.1	eV

=====

Question: What is the F_max in the first record?
Answer: 1.33 eV Å⁻¹

=====

Question: What is the formula in the second record?
Answer: C31H33FIN5O5Tl

=====

Question: Which value of net charge does entry 2 give?
Answer: -1

=====

Question: Look up the ΔE to the lowest compared entry with this formula, charge and spin of the first one.
Answer: 0.000 eV